117
Properties=species:S:1:pos:R:3 method="wB97M-V/def2-TZVPD" total_energy_ha=-6709.43907 spin_multiplicity=2 fmax_ev_per_a=3.0 homo_lumo_gap_ev="3.3460 / 7.3595" charge=-2
As 18.20 -13.47 3.94
F 18.34 -11.88 3.22
F 16.67 -13.07 4.76
F 18.04 -15.12 4.71
F 19.80 -13.92 3.17
F 19.14 -12.74 5.40
F 17.31 -13.95 2.54
C 22.19 -9.31 3.60
C 21.66 -10.71 3.96
C 21.66 -10.78 5.49
S 23.08 -9.73 6.13
O 24.25 -10.51 6.46
O 22.55 -8.78 7.09
C 23.43 -8.92 4.49
H 21.40 -8.57 3.75
H 22.48 -9.19 2.56
H 22.32 -11.53 3.66
H 20.68 -10.99 3.59
H 21.71 -11.77 5.95
H 20.75 -10.23 5.72
H 24.38 -9.38 4.23
H 23.66 -7.86 4.57
C 14.44 -11.25 2.33
C 15.70 -10.38 2.36
C 15.55 -9.41 1.14
S 14.60 -10.31 -0.21
O 15.46 -10.84 -1.27
O 13.38 -9.59 -0.52
C 14.10 -11.75 0.85
H 13.65 -10.60 2.71
H 14.58 -12.17 2.90
H 16.57 -10.92 2.01
H 15.87 -9.89 3.32
H 16.47 -8.94 0.78
H 14.92 -8.55 1.37
H 14.76 -12.56 0.57
H 13.13 -12.19 0.63
C 18.52 -18.34 0.90
C 18.34 -17.51 2.20
C 19.65 -17.66 2.90
S 20.97 -17.61 1.65
O 21.78 -18.81 1.87
O 21.61 -16.33 1.52
C 19.86 -17.91 0.25
H 17.80 -18.02 0.15
H 18.49 -19.39 1.17
H 17.50 -17.94 2.75
H 18.18 -16.44 2.07
H 19.66 -18.65 3.35
H 19.80 -16.93 3.70
H 20.35 -18.51 -0.51
H 19.59 -17.00 -0.28
C 16.65 -10.30 6.31
C 15.78 -9.22 7.00
C 15.73 -9.65 8.50
S 17.45 -10.23 8.92
O 17.37 -11.46 9.70
O 18.29 -9.12 9.41
C 17.90 -10.54 7.19
H 16.86 -10.07 5.26
H 16.09 -11.23 6.20
H 14.83 -9.24 6.47
H 16.21 -8.24 6.79
H 15.18 -10.59 8.51
H 15.32 -8.93 9.21
H 18.49 -11.46 7.21
H 18.62 -9.75 6.99
N 18.50 -14.74 8.48
C 18.56 -14.62 9.84
C 19.14 -15.78 10.37
C 19.38 -16.58 9.24
C 18.97 -15.96 8.09
H 18.25 -14.02 7.81
H 18.30 -13.70 10.34
H 19.30 -16.08 11.40
H 19.78 -17.58 9.25
H 19.02 -16.24 7.05
N 22.10 -15.05 4.56
C 21.80 -14.71 5.85
C 22.98 -14.19 6.44
C 24.05 -14.40 5.47
C 23.41 -14.84 4.31
H 21.39 -15.28 3.88
H 20.83 -14.55 6.30
H 23.14 -13.62 7.35
H 25.07 -14.06 5.58
H 23.80 -15.07 3.33
N 21.16 -12.74 0.87
C 20.62 -11.63 0.20
C 21.31 -11.46 -0.97
C 22.40 -12.35 -1.01
C 22.28 -13.14 0.20
H 20.97 -13.01 1.83
H 19.78 -11.09 0.60
H 21.11 -10.62 -1.63
H 23.12 -12.38 -1.81
H 22.86 -13.97 0.58
N 15.79 -15.73 6.10
C 14.53 -15.65 5.55
C 13.56 -15.89 6.47
C 14.24 -16.20 7.67
C 15.61 -16.19 7.39
H 16.68 -15.53 5.66
H 14.45 -15.39 4.51
H 12.50 -15.71 6.36
H 13.84 -16.46 8.64
H 16.40 -16.29 8.11
N 14.16 -12.89 7.16
C 13.46 -11.84 6.53
C 12.57 -11.35 7.51
C 12.96 -11.94 8.72
C 13.88 -12.98 8.49
H 14.64 -13.63 6.68
H 13.71 -11.61 5.51
H 11.80 -10.59 7.40
H 12.63 -11.74 9.73
H 14.39 -13.67 9.14

***

15
Properties=species:S:1:pos:R:3 method="wB97M-V/def2-TZVPD" total_energy_ha=-304.55456 e_above_lowest_kcal_mol=176.3 fmax_ev_per_a=0.9 homo_lumo_gap_ev="8.3157 / 8.3187" charge=0
C -1.75 0.30 0.36
C -0.45 -0.16 -0.25
C 0.79 0.66 -0.31
C 0.12 1.81 -0.87
N -0.63 1.82 -1.81
N 0.55 -0.21 0.84
C 1.52 -1.30 0.88
H -1.58 1.11 1.09
H -2.48 0.61 -0.39
H -2.17 -0.55 0.91
H -0.79 0.45 -1.73
H 1.61 0.37 -0.96
H 1.79 -1.67 -0.12
H 1.06 -2.12 1.44
H 2.42 -0.98 1.41